Record 1
{
  "formula": "CH4S2",
  "method": "ωB97M-V with the def2-TZVPD basis set",
  "species": ["S", "C", "S", "H", "H", "H", "H"],
  "coordinates": [[0.89044, 0.69499, 0.97156], [-0.29522, 0.42911, -0.38588], [-0.91872, -1.34310, -0.35940], [1.97873, 0.32338, 0.21275], [-1.22035, 0.89757, -0.06685], [0.11640, 0.44882, -1.40826], [-0.55127, -1.45077, 1.03608]],
  "lowdin_charge": [0.6045, -0.9180, 0.5190, -0.1126, -0.0032, 0.0249, -0.1147],
  "total_energy_ha": -836.835068,
  "smiles": "SCS",
  "relative_energy_ev": 0.8463,
  "homo_energy_ev": -9.06,
  "homo_lumo_gap_ev": 9.73
}

***

Record 2
{
  "formula": "C22H35NO2P2PdS2",
  "method": "ωB97M-V with the def2-TZVPD basis set",
  "species": ["P", "P", "C", "C", "H", "H", "H", "H", "C", "H", "H", "H", "C", "H", "H", "H", "C", "H", "H", "H", "C", "H", "H", "H", "Pd", "C", "C", "C", "C", "C", "C", "C", "C", "C", "H", "H", "H", "H", "H", "H", "H", "H", "H", "H", "H", "H", "H", "H", "H", "O", "S", "O", "N", "C", "S", "C", "C", "C", "C", "C", "C", "H", "H", "H", "H"],
  "coordinates": [[-2.45320, 1.51394, -0.41606], [-1.44107, -2.38238, 0.44663], [-3.25867, -0.27487, -0.21348], [-2.91860, -1.32250, 0.84462], [-3.50592, -0.67382, -1.20462], [-4.16121, 0.19571, 0.17217], [-2.91863, -0.87553, 1.86489], [-3.70180, -2.08707, 0.82292], [-1.57158, -3.67405, -0.83669], [-0.56651, -4.12174, -0.87754], [-1.75025, -3.25099, -1.83873], [-2.32354, -4.44445, -0.61734], [-0.65125, -2.92903, 1.94834], [-0.89474, -3.99799, 2.13785], [-1.01969, -2.31634, 2.78519], [0.44395, -2.76277, 1.85662], [-2.90096, 2.33257, -1.98003], [-2.11862, 3.09776, -2.11899], [-3.88515, 2.83755, -2.01339], [-2.83184, 1.63872, -2.83430], [-2.84139, 2.45588, 1.11007], [-2.66367, 1.85029, 2.01620], [-3.86393, 2.88968, 1.17749], [-2.11604, 3.28752, 1.13646], [-1.08578, -0.56388, -0.71490], [-5.62776, -2.85032, 0.48255], [-5.11617, -3.03823, -0.76553], [-5.95208, -2.85856, -1.99220], [-6.67066, -1.48595, -2.09167], [-5.94206, -0.29803, -1.54235], [-6.15234, 0.09866, -0.27670], [-7.00911, -0.62556, 0.71403], [-6.96308, -2.18088, 0.70309], [-0.36234, 1.37567, -0.35336], [-5.20461, -3.33278, 1.39651], [-4.12786, -3.45540, -0.99010], [-6.77953, -3.60335, -2.04370], [-5.30932, -3.03511, -2.87982], [-6.91488, -1.33132, -3.15675], [-7.65134, -1.57670, -1.58443], [-5.33893, 0.30571, -2.23036], [-5.75299, 1.02768, 0.16611], [-8.08963, -0.37158, 0.59072], [-6.70774, -0.24064, 1.71621], [-7.34175, -2.48061, 1.70242], [-7.70982, -2.55911, -0.02851], [-0.03611, 1.25394, 0.68492], [-0.66369, 2.44662, -0.52063], [0.53470, 1.28961, -0.99730], [3.90992, -0.47264, 3.32108], [3.14836, 0.34435, 2.42242], [2.59874, 1.57914, 2.91451], [2.04318, -0.53460, 1.47769], [2.35683, -0.64423, 0.18296], [1.33274, -1.37429, -1.01074], [3.58103, 0.11889, -0.16921], [4.24160, 0.30694, -1.39778], [5.38713, 1.07207, -1.42810], [5.93032, 1.63674, -0.25949], [5.33826, 1.38964, 0.99530], [4.13135, 0.69513, 0.98628], [3.83770, -0.23992, -2.25908], [5.90008, 1.22751, -2.39068], [6.83905, 2.24998, -0.30890], [5.78856, 1.70825, 1.94676]],
  "lowdin_charge": [0.8546, 0.8100, -0.3923, -0.3304, 0.0792, 0.0345, 0.1235, 0.0332, -0.2180, 0.0655, 0.0604, 0.0649, -0.2053, 0.0844, 0.0715, 0.0503, -0.1893, 0.0667, 0.0757, 0.0673, -0.1914, 0.0681, 0.0679, 0.0691, 0.4818, -0.1041, -0.1208, -0.1692, -0.1755, -0.1079, -0.1440, -0.1640, -0.1785, -0.3565, 0.1271, 0.0697, 0.1388, 0.1159, 0.1269, 0.1085, 0.1078, 0.1058, 0.1412, 0.1199, 0.1244, 0.1138, 0.0375, 0.0396, 0.0096, -0.2325, 0.6671, -0.2456, -0.0491, -0.6632, 0.8763, -0.2317, -0.0232, -0.0451, -0.0140, 0.0016, -0.2228, 0.1144, 0.1292, 0.1283, 0.1424],
  "total_energy_ha": -2670.511430,
  "total_charge": 2,
  "s2": 6.042,
  "spin_multiplicity": 5,
  "homo_energy_ev": [-11.25, -14.37],
  "homo_lumo_gap_ev": [4.90, 4.62]
}

***

Record 3
{
  "formula": "H2NO2S",
  "method": "ωB97M-V with the def2-TZVPD basis set",
  "species": ["N", "O", "O", "S", "H", "H"],
  "coordinates": [[-1.27287, 0.65941, 1.53865], [0.57306, 0.11259, -0.47352], [-2.02897, 3.14208, 1.56297], [-2.09420, 1.68851, 2.14189], [0.77207, 0.96002, -0.30758], [-0.17027, 0.11731, 0.32463]],
  "lowdin_charge": [-0.5247, -0.1752, -0.7328, 0.5255, -0.0954, 0.0025],
  "total_energy_ha": -604.631672,
  "relative_energy_ev": 0.5912,
  "total_charge": -1,
  "homo_energy_ev": -4.24,
  "homo_lumo_gap_ev": 8.44
}

***

Record 4
{
  "formula": "C3H7N4",
  "method": "ωB97M-V with the def2-TZVPD basis set",
  "species": ["C", "C", "C", "N", "N", "N", "N", "H", "H", "H", "H", "H", "H", "H"],
  "coordinates": [[-0.67324, -0.89711, 1.06822], [-0.09436, 1.25038, -0.85147], [1.05952, -0.83797, -0.68836], [-1.46543, 0.97415, 2.23760], [-0.89122, 0.07983, 1.69408], [0.35504, 0.17969, -1.45931], [-0.08351, -1.49897, 0.03467], [-0.82461, 1.78871, -1.28506], [0.31087, 1.65471, -0.02061], [1.62731, -1.60206, -1.38280], [1.78528, -0.27208, -0.20956], [-1.26426, 1.57827, 2.97422], [-0.13551, 0.00482, -2.34846], [0.29413, -2.40238, 0.23685]],
  "lowdin_charge": [-0.0807, 0.2177, -0.1047, 0.1112, -0.1118, 0.0742, 0.0315, 0.0947, 0.0879, 0.1890, 0.1103, 0.0644, 0.1922, 0.1242],
  "total_energy_ha": -337.086807,
  "relative_energy_ev": 5.9172,
  "total_charge": 1,
  "homo_energy_ev": -12.59,
  "homo_lumo_gap_ev": 6.99
}